[1]
# C12H22BNO5

A cluster of 2 separate species, C12H22BNO5 in total (ωB97M-V/def2-TZVPD, the OMol25 dataset).

Gap between HOMO and LUMO   9.372 eV
LUMO level   0.42 eV
Net charge   0
Relative energy (zero: lowest compared OMol25 entry of this formula, charge and spin)   2.481 eV
Calculated total energy   -926.29509 Ha
HOMO energy   -8.9 eV

Structure (XYZ):
```
41
Properties=species:S:1:pos:R:3:forces:R:3:lowdin_charge:R:1
C 2.841 3.885 -0.640 -0.6 0.1 -0.1 0.042
C 1.716 3.189 -0.685 0.5 -0.5 0.3 -0.119
C 1.614 1.695 -0.415 -0.3 1.1 0.1 -0.365
C 1.805 0.993 -1.782 0.4 -0.5 0.0 -0.157
C 2.949 -0.014 -1.851 -0.3 0.0 0.2 -0.071
C 2.554 1.252 0.709 -0.5 -0.7 -0.1 -0.022
C 1.743 0.088 1.263 0.6 -0.6 0.0 -0.441
O 2.044 -1.071 1.420 -0.4 1.2 0.2 0.134
O 0.493 0.601 1.455 0.1 -1.1 -0.6 0.044
C 0.247 1.485 0.323 -0.3 0.6 0.3 -0.094
B -1.023 0.952 -0.481 -0.2 -0.6 0.3 -0.610
O -1.068 -0.362 -0.856 0.1 0.3 -0.5 0.195
O -2.108 1.732 -0.770 0.5 0.5 -0.3 0.047
C -2.115 2.130 -2.158 -0.2 -0.5 0.5 -0.033
H 3.780 3.456 -0.343 0.3 -0.1 0.0 0.066
H 2.810 4.925 -0.905 0.2 0.3 0.1 0.057
H 0.781 3.675 -0.911 -0.2 0.2 -0.4 0.116
H 2.025 1.757 -2.512 -0.1 0.3 -0.3 0.110
H 0.911 0.487 -2.139 -0.3 0.1 0.1 0.098
H 3.081 -0.348 -2.871 0.0 -0.2 -0.2 0.078
H 2.741 -0.869 -1.216 0.1 -0.3 0.1 0.076
H 3.887 0.415 -1.530 0.3 0.2 0.0 0.073
H 3.568 1.017 0.447 0.3 -0.2 -0.1 0.119
H 2.509 2.016 1.469 0.3 0.3 0.3 0.141
H -0.020 2.438 0.770 -0.1 0.2 0.1 0.148
H -0.178 -0.718 -0.901 0.0 -0.5 0.3 0.099
H -1.264 1.710 -2.688 0.1 0.0 -0.2 0.084
H -3.015 1.746 -2.614 -0.3 0.0 -0.2 0.093
H -2.079 3.206 -2.217 0.0 0.3 0.0 0.090
C -1.416 -3.038 1.287 -0.2 -0.2 0.0 -0.049
N -2.609 -3.403 2.029 0.1 0.0 -0.1 -0.197
C -3.625 -4.218 1.387 0.0 0.1 0.2 -0.044
C -2.810 -3.011 3.300 0.0 0.1 0.1 -0.361
O -3.791 -3.290 3.962 -0.1 0.0 0.0 0.008
H -1.693 -2.469 0.399 0.1 0.0 0.0 0.075
H -0.878 -3.939 0.984 0.1 0.1 0.0 0.092
H -0.760 -2.428 1.904 0.0 0.0 0.0 0.080
H -4.575 -3.684 1.366 0.0 0.0 0.0 0.092
H -3.770 -5.144 1.943 0.0 0.0 0.0 0.091
H -3.315 -4.448 0.371 0.0 0.0 0.0 0.083
H -1.985 -2.396 3.699 0.0 0.0 0.0 0.133
```
Positions in Å, forces in eV/Å.

***

[2]
# C12H22BO11P

The molecule C12H22BO11P (ωB97M-V/def2-TZVPD, the OMol25 dataset).

Gap between HOMO and LUMO   9.734 eV
LUMO level   -0.18 eV
Net charge   0
Calculated total energy   -1664.40124 Ha
HOMO energy   -9.9 eV

Structure (XYZ):
```
47
Properties=species:S:1:pos:R:3:forces:R:3:lowdin_charge:R:1
C 0.309 0.942 4.297 0.4 -0.4 -1.2 -0.061
C 0.699 -0.487 3.801 -0.3 0.8 1.2 -0.255
O -0.343 -1.416 4.050 0.0 -0.1 -0.7 -0.143
C -1.371 -1.316 3.088 -0.4 -0.4 -0.6 -0.176
C -1.036 -2.024 1.741 -0.3 0.7 0.4 -0.157
O -1.767 -1.327 0.733 0.3 0.1 -0.2 -0.153
C -1.488 -1.775 -0.590 -0.5 -0.3 1.0 -0.094
C -0.648 -0.827 -1.522 -1.2 -2.0 -0.4 -0.307
C 0.426 -1.768 -2.142 0.5 1.5 1.0 -0.118
P 1.286 -1.272 -3.676 0.7 -1.8 -2.1 0.489
O 1.429 -2.482 -4.483 -0.3 -0.8 -0.1 -0.280
O 2.811 -0.746 -3.387 -1.3 1.1 0.7 -0.148
O 0.535 -0.177 -4.616 1.1 0.4 1.4 -0.107
O -1.550 -0.625 -2.651 -0.9 0.7 0.4 0.060
C -1.703 0.718 -2.813 4.8 -2.9 1.8 -0.560
O -2.616 1.282 -3.182 -3.5 2.4 -2.0 0.267
O -0.485 1.254 -2.370 0.1 0.8 0.0 0.030
C -0.284 0.627 -1.074 0.1 -0.8 -0.3 -0.311
C -1.261 1.412 -0.164 0.1 -0.9 0.3 -0.028
C -1.401 2.915 -0.454 0.8 -1.0 -1.2 -0.230
O -1.734 3.607 0.436 -0.9 1.6 2.1 0.095
C 1.192 0.563 -0.598 0.0 1.3 -0.1 0.029
B 1.689 1.888 0.154 0.2 0.5 -0.7 -0.621
O 1.664 2.108 1.505 0.5 -0.3 -0.1 0.176
O 2.157 2.932 -0.650 0.1 -0.4 0.6 0.145
H -0.438 0.918 5.095 0.3 -0.1 0.0 0.086
H -0.094 1.508 3.447 0.0 0.1 0.4 0.056
H 1.238 1.439 4.606 -0.4 0.1 0.1 0.078
H 1.552 -0.822 4.406 -0.1 -0.2 -0.4 0.121
H 0.972 -0.452 2.732 0.0 -0.2 0.2 0.091
H -1.657 -0.273 2.865 0.3 -0.2 0.1 0.123
H -2.268 -1.799 3.496 0.3 0.1 0.1 0.132
H 0.040 -1.961 1.507 -0.2 -0.2 0.2 0.117
H -1.378 -3.069 1.791 0.4 0.1 -0.1 0.131
H -1.051 -2.784 -0.492 0.2 0.4 -0.3 0.127
H -2.462 -1.938 -1.073 0.3 0.3 -0.1 0.150
H 1.173 -2.044 -1.382 0.0 0.2 -0.3 0.116
H -0.078 -2.709 -2.387 0.1 0.4 -0.4 0.115
H 3.244 -0.596 -4.242 0.0 -0.3 0.1 0.088
H 1.026 0.658 -4.520 -0.6 0.1 -0.1 0.088
H -2.278 0.986 -0.202 0.3 0.1 -0.2 0.149
H -0.978 1.327 0.895 -0.1 0.0 -0.3 0.122
H -1.206 3.405 -1.425 0.1 -0.7 -0.2 0.143
H 1.356 -0.317 0.040 -0.2 0.0 -0.3 0.118
H 1.789 0.513 -1.523 0.0 -0.4 0.4 0.102
H 2.012 1.362 2.010 -0.6 0.0 0.1 0.094
H 2.977 2.647 -1.077 -0.4 0.3 -0.3 0.109
```
Positions in Å, forces in eV/Å.

***

[3]
# C12H22ClI2N2P2Sm

A structure of composition C12H22ClI2N2P2Sm (ωB97M-V/def2-TZVPD, the OMol25 dataset).

Gap between HOMO and LUMO (spin up / spin down)   5.383 / 6.560 eV
LUMO level (spin up / spin down)   -8.36 / -7.18 eV
Net charge   +2
Calculated total energy   -2975.72552 Ha
Spin multiplicity   6
HOMO energy (spin up / spin down)   -13.7 / -13.7 eV

Structure (XYZ):
```
42
Properties=species:S:1:pos:R:3:forces:R:3:lowdin_charge:R:1
I 2.150 5.737 -0.142 -0.6 0.0 -0.3 -0.007
I -0.292 6.117 -1.255 0.6 -0.1 0.3 0.027
Sm 0.507 -0.035 0.218 -0.9 -0.4 -0.2 1.170
P 1.003 -0.568 -2.550 0.4 -0.4 -1.4 0.653
C 1.668 0.829 -3.519 0.0 0.4 0.1 -0.271
C 2.392 -1.776 -2.519 0.0 0.0 0.4 -0.267
H 2.751 -1.998 -3.535 -0.1 0.1 0.3 0.072
H 0.095 -1.783 -4.549 0.1 0.3 0.5 0.074
H 2.063 -2.704 -2.027 0.0 0.2 -0.3 0.042
H -0.687 -2.228 -2.987 0.2 0.3 -0.3 0.024
H 2.454 1.307 -2.912 -0.1 -0.1 -0.3 0.047
H 3.212 -1.371 -1.906 -0.1 -0.1 -0.3 0.042
C -0.269 -1.396 -3.580 -0.4 0.0 0.3 -0.263
H 2.084 0.566 -4.503 -0.2 -0.1 0.4 0.072
H -1.092 -0.685 -3.758 0.3 -0.2 0.0 0.058
H 0.866 1.571 -3.647 0.2 -0.2 -0.1 0.053
P -1.144 0.347 2.540 -0.8 0.0 1.2 0.654
C -1.173 2.043 3.219 0.2 0.3 -0.2 -0.268
C -2.872 -0.271 2.574 -0.1 -0.1 -0.5 -0.263
H -0.217 -1.708 3.458 -0.2 0.3 0.2 0.048
H -0.857 -0.655 4.773 0.2 0.0 -0.4 0.073
H 0.725 -0.313 3.978 -0.3 0.0 0.1 0.034
C -0.303 -0.671 3.821 0.2 -0.2 -0.2 -0.262
H -2.867 -1.289 2.148 0.0 0.4 0.2 0.025
H -3.347 -0.293 3.572 0.5 0.1 -0.4 0.075
H -1.606 2.150 4.226 0.1 -0.2 -0.4 0.073
H -1.731 2.681 2.517 0.1 -0.1 0.3 0.054
H -3.478 0.355 1.899 0.1 -0.2 0.3 0.058
H -0.136 2.415 3.232 -0.3 0.0 0.1 0.044
Cl -1.036 -1.974 -0.062 0.5 0.4 0.1 -0.032
N 5.037 0.319 4.748 -1.3 -1.5 -1.9 0.217
C 4.505 -0.345 3.945 1.2 1.1 1.4 -0.135
C 3.853 -1.168 2.936 0.4 1.1 0.6 -0.181
C 4.063 -2.541 2.851 0.2 -0.4 -0.1 0.060
C 3.319 -3.248 1.917 -0.1 -0.2 0.0 0.013
C 2.397 -2.603 1.110 0.3 0.6 0.2 -0.100
N 2.295 -1.251 1.114 0.5 0.0 1.0 -0.152
C 3.013 -0.535 2.031 -0.5 -0.8 -0.7 -0.088
H 4.801 -3.065 3.480 -0.5 0.5 -0.2 0.161
H 3.441 -4.315 1.832 -0.1 -0.2 0.0 0.134
H 1.708 -3.136 0.462 0.2 0.0 0.0 0.099
H 2.889 0.559 2.030 0.2 -0.5 0.1 0.134
```
Positions in Å, forces in eV/Å.

***

[4]
# C12H22ClINO

The molecule C12H22ClINO (ωB97M-V/def2-TZVPD, the OMol25 dataset).

Gap between HOMO and LUMO (spin up / spin down)   8.681 / 9.915 eV
LUMO level (spin up / spin down)   0.55 / 0.53 eV
Net charge   0
Calculated total energy   -1358.27107 Ha
Spin multiplicity   2
HOMO energy (spin up / spin down)   -8.1 / -9.4 eV

Structure (XYZ):
```
38
Properties=species:S:1:pos:R:3:forces:R:3:lowdin_charge:R:1
C -1.425 -0.483 -3.706 0.0 0.0 0.0 -0.199
C -0.541 -1.555 -3.090 -0.1 0.0 0.1 -0.751
I 1.478 -1.340 -3.837 0.1 0.1 0.0 0.824
C -0.594 -1.785 -1.569 0.0 0.0 0.0 -0.268
C -0.553 -0.637 -0.536 0.0 0.0 -0.1 -0.688
Cl -2.185 0.200 -0.594 0.0 -0.1 -0.2 0.719
C 0.584 0.345 -0.789 0.1 0.1 -0.2 -0.150
C 0.954 1.334 0.330 -0.2 -0.2 0.2 -0.466
C 2.339 1.903 0.041 0.1 0.0 0.0 -0.038
C -0.011 2.518 0.461 0.0 0.1 0.1 -0.040
N 1.054 0.535 1.600 0.1 -0.2 -0.1 -0.111
O 2.210 0.032 1.816 0.0 0.1 0.1 -0.020
C -0.085 -0.343 2.028 0.1 0.2 -0.1 -0.474
C -1.281 0.465 2.533 0.0 0.1 0.1 -0.045
C 0.404 -1.188 3.201 0.0 -0.1 0.1 -0.041
C -0.406 -1.274 0.845 -0.2 -0.1 0.1 -0.135
H -2.454 -0.625 -3.374 0.0 0.0 0.0 0.065
H -1.399 -0.565 -4.793 0.0 0.0 0.0 0.066
H -1.118 0.526 -3.435 0.0 0.0 0.0 0.058
H -0.811 -2.508 -3.541 0.0 0.0 0.1 0.062
H 0.225 -2.463 -1.312 0.0 0.0 0.0 0.102
H -1.521 -2.338 -1.378 0.0 0.0 0.0 0.118
H 1.467 -0.281 -0.946 0.0 0.0 0.0 0.096
H 0.428 0.904 -1.715 0.0 -0.1 0.0 0.112
H 3.053 1.128 -0.226 0.0 0.0 0.0 0.083
H 2.724 2.421 0.920 0.0 0.0 0.0 0.095
H 2.264 2.614 -0.783 0.0 0.0 0.0 0.089
H -1.057 2.254 0.359 0.1 0.0 0.0 0.018
H 0.141 3.015 1.421 0.0 0.0 0.0 0.097
H 0.215 3.239 -0.327 0.0 0.0 0.0 0.087
H -0.985 1.020 3.426 0.0 0.0 0.0 0.095
H -1.695 1.161 1.815 0.0 0.0 0.0 0.023
H -2.079 -0.227 2.808 0.0 0.0 0.0 0.091
H 0.885 -0.551 3.942 0.0 0.0 0.0 0.093
H -0.454 -1.680 3.665 0.0 0.0 0.0 0.091
H 1.118 -1.948 2.892 0.0 0.1 0.0 0.082
H -1.313 -1.840 1.076 0.1 -0.1 0.0 0.131
H 0.422 -1.985 0.769 0.0 0.0 0.0 0.129
```
Positions in Å, forces in eV/Å.